[1]
{"formula": "C37H26BaFN5P2S2Se2", "method": "ωB97M-V/def2-TZVPD", "elements": ["Ba", "Se", "P", "C", "C", "C", "C", "C", "C", "C", "C", "C", "C", "C", "C", "C", "C", "N", "N", "N", "P", "Se", "C", "C", "C", "C", "C", "C", "C", "C", "C", "C", "C", "C", "H", "H", "H", "H", "H", "H", "H", "H", "H", "H", "H", "H", "H", "H", "H", "H", "H", "H", "H", "H", "S", "C", "S", "C", "C", "N", "C", "N", "F", "C", "C", "C", "C", "C", "C", "C", "H", "H", "H", "H", "H", "H"], "coordinates": [[4.35, -0.73, -0.95], [-2.03, 3.02, -2.41], [-2.13, 1.81, -0.68], [-2.37, 2.73, 0.87], [-2.75, 4.07, 0.85], [-2.94, 4.76, 2.04], [-2.75, 4.12, 3.25], [-2.36, 2.78, 3.28], [-2.16, 2.09, 2.09], [-3.64, 0.79, -0.78], [-3.89, 0.09, -1.96], [-5.06, -0.65, -2.11], [-5.99, -0.68, -1.08], [-5.77, 0.05, 0.07], [-4.61, 0.79, 0.22], [-0.66, 0.85, -0.30], [-0.10, -0.44, -0.18], [1.18, -0.27, 0.23], [1.42, 1.04, 0.31], [0.34, 1.72, -0.01], [-0.57, -2.17, -0.23], [1.06, -3.48, -0.43], [-1.57, -2.46, 1.26], [-1.04, -3.21, 2.31], [-1.75, -3.33, 3.50], [-2.99, -2.72, 3.64], [-3.52, -1.98, 2.59], [-2.81, -1.85, 1.41], [-1.70, -2.40, -1.63], [-1.34, -1.84, -2.86], [-2.04, -2.18, -4.00], [-3.09, -3.08, -3.94], [-3.45, -3.64, -2.72], [-2.75, -3.31, -1.57], [-2.89, 4.55, -0.11], [-3.23, 5.80, 2.01], [-2.90, 4.66, 4.18], [-2.19, 2.28, 4.23], [-1.84, 1.06, 2.12], [-3.18, 0.15, -2.77], [-5.23, -1.19, -3.03], [-6.90, -1.27, -1.20], [-6.51, 0.04, 0.87], [-4.45, 1.36, 1.12], [-0.07, -3.68, 2.18], [-1.33, -3.91, 4.31], [-3.53, -2.81, 4.57], [-4.48, -1.49, 2.70], [-3.23, -1.28, 0.59], [-0.51, -1.15, -2.91], [-1.76, -1.74, -4.95], [-3.63, -3.35, -4.83], [-4.26, -4.35, -2.66], [-3.01, -3.76, -0.62], [7.21, -1.61, -0.65], [6.65, -3.25, -0.61], [5.00, -3.66, -0.98], [7.54, -4.27, -0.28], [8.93, -4.02, -0.02], [10.06, -3.88, 0.19], [7.14, -5.64, -0.17], [6.88, -6.76, -0.05], [5.52, 6.79, -1.44], [5.44, 5.50, -0.96], [4.32, 5.10, -0.25], [4.26, 3.81, 0.25], [5.31, 2.87, 0.08], [5.25, 1.54, 0.63], [6.41, 3.33, -0.69], [6.48, 4.62, -1.20], [3.51, 5.80, -0.11], [3.37, 3.49, 0.78], [4.56, 1.41, 1.46], [6.22, 1.06, 0.79], [7.23, 2.64, -0.88], [7.33, 4.95, -1.78]], "e_homo_ev": -1.3, "charge": -2}


[2]
{"formula": "C2H10N2P", "method": "ωB97M-V/def2-TZVPD", "elements": ["C", "C", "N", "N", "P", "H", "H", "H", "H", "H", "H", "H", "H", "H", "H"], "coordinates": [[0.74, -1.53, 0.02], [-1.73, 0.25, -0.38], [0.68, 0.79, -1.20], [0.38, 0.80, 1.57], [-0.02, 0.14, 0.12], [0.77, -2.20, 0.88], [1.81, -1.47, -0.22], [0.10, -2.10, -0.69], [-2.16, -0.69, 0.01], [-1.83, -0.05, -1.41], [-2.25, 1.23, -0.07], [1.86, 0.76, -1.07], [0.43, 1.80, -1.45], [-0.16, 1.49, 2.12], [1.39, 0.76, 1.78]], "e_homo_ev": -15.0, "smiles": "CP(C)(N)=[NH2+]", "charge": 1}


[3]
{"formula": "C28H49BrN2O3P", "method": "ωB97M-V/def2-TZVPD", "elements": ["O", "P", "Br", "C", "C", "C", "C", "C", "C", "C", "C", "C", "C", "H", "H", "H", "H", "H", "H", "H", "H", "H", "H", "H", "H", "H", "C", "C", "C", "C", "C", "C", "N", "O", "C", "C", "C", "H", "H", "H", "H", "H", "H", "H", "H", "H", "H", "H", "H", "H", "H", "H", "H", "H", "H", "C", "C", "C", "C", "C", "C", "N", "O", "C", "C", "C", "H", "H", "H", "H", "H", "H", "H", "H", "H", "H", "H", "H", "H", "H", "H", "H", "H", "H"], "coordinates": [[5.10, 1.03, 2.99], [3.63, 0.35, 2.50], [4.18, -1.78, 1.92], [3.01, 1.14, 0.95], [2.04, 2.37, 1.28], [0.71, 2.10, 0.46], [-0.50, 3.06, 0.92], [-1.58, 2.08, 1.54], [-1.22, 1.49, 2.85], [-2.14, 0.55, 3.47], [-3.38, 0.22, 2.76], [-3.74, 0.82, 1.47], [-2.82, 1.77, 0.83], [4.88, 1.51, 3.81], [2.42, 0.33, 0.43], [1.83, 2.35, 2.39], [2.45, 3.34, 0.92], [0.85, 2.15, -0.65], [0.42, 1.03, 0.69], [-0.89, 3.55, -0.01], [-0.18, 3.83, 1.67], [-0.24, 1.77, 3.31], [-1.85, 0.08, 4.44], [-4.07, -0.52, 3.23], [-4.69, 0.54, 0.96], [-3.04, 2.23, -0.16], [-0.21, -4.75, 6.04], [-0.98, -5.11, 4.73], [-0.29, -6.28, 4.02], [0.99, -5.89, 3.27], [0.74, -4.70, 2.36], [0.13, -3.50, 3.09], [-1.08, -3.88, 3.88], [-2.08, -4.07, 3.03], [1.19, -2.87, 4.01], [-0.18, -2.39, 2.07], [-2.35, -5.60, 5.23], [-0.33, -3.70, 6.30], [-0.58, -5.32, 6.89], [0.86, -4.97, 5.97], [-0.98, -6.72, 3.29], [-0.05, -7.07, 4.74], [1.79, -5.67, 3.98], [1.34, -6.74, 2.68], [1.69, -4.41, 1.89], [0.08, -5.02, 1.54], [0.76, -2.05, 4.61], [2.00, -2.45, 3.42], [1.66, -3.57, 4.70], [-0.84, -2.73, 1.27], [0.75, -2.05, 1.59], [-0.64, -1.53, 2.55], [-2.90, -4.81, 5.73], [-2.23, -6.42, 5.94], [-2.97, -5.99, 4.42], [1.02, 4.31, -7.05], [1.31, 3.21, -6.00], [0.72, 1.86, -6.48], [-0.79, 1.76, -6.33], [-1.21, 2.11, -4.91], [-0.68, 3.49, -4.47], [0.78, 3.64, -4.68], [1.43, 2.88, -3.68], [-1.45, 4.60, -5.23], [-1.07, 3.72, -3.00], [2.84, 3.07, -6.00], [0.97, 5.30, -6.58], [1.82, 4.38, -7.80], [0.10, 4.14, -7.61], [1.18, 1.04, -5.92], [0.99, 1.69, -7.54], [-1.30, 2.40, -7.06], [-1.11, 0.73, -6.56], [-2.31, 2.09, -4.85], [-0.85, 1.34, -4.23], [-1.05, 5.59, -4.99], [-2.51, 4.59, -4.95], [-1.44, 4.48, -6.31], [-0.69, 2.93, -2.35], [-2.16, 3.72, -2.88], [-0.69, 4.68, -2.64], [3.32, 3.98, -5.65], [3.21, 2.86, -7.01], [3.18, 2.24, -5.38]], "e_homo_ev": [-1.7, -1.7], "spin_multiplicity": 3, "charge": -1}


Energy relative to the best compared isomer or geometry (same formula, charge and spin) / kJ/mol: 74.3 21.6 155.8
DFT total energy / eV: -220597.0732 -14499.1510 -118279.5380